Entry from the OMol25 dataset: C42H34GeN3O2Pt as an isolated structure in a non-equilibrium geometry (wB97M-V/def2-TZVPD).

- net charge = +1
- energy relative to the best compared isomer or geometry (same formula, charge and spin) (eV) = 2.924
- E_HOMO (alpha / beta) (eV) = -10.06 / -10.03
- E (Eh) = -4131.54698
- frontier orbital gap (alpha / beta) (Ha) = 0.22709 / 0.23138

Last column: Löwdin charge in e.
Geometry (Å):
1 C -3.590 -2.136 0.558  -0.216
2 H -0.306 3.948 2.002  0.099
3 C -3.837 -2.969 -0.678  -0.181
4 H -4.998 2.784 0.956  0.105
5 C 0.592 3.917 -2.340  -0.106
6 O 3.685 -1.895 2.140  0.059
7 H -1.665 -2.900 4.946  0.132
8 C -0.481 1.936 -3.187  -0.126
9 H 5.314 -2.270 0.928  0.141
10 H 5.584 -0.241 -0.876  0.111
11 C 2.439 -1.992 1.740  -0.340
12 H 3.859 1.756 -4.227  0.110
13 C -2.366 4.253 2.498  -0.077
14 H 0.466 1.295 2.493  0.101
15 H 1.786 0.435 -3.940  0.098
16 H -4.748 -3.608 1.740  0.122
17 H 2.735 2.654 -0.891  0.096
18 C -3.970 3.032 1.186  -0.082
19 C 2.615 0.295 -3.260  -0.065
20 C -4.337 -2.608 1.833  -0.039
21 H 3.648 -2.822 -0.663  0.161
22 H -4.524 -5.010 -3.900  0.106
23 H 4.785 -0.566 1.015  0.110
24 C 2.676 2.353 0.150  -0.091
25 C -0.664 0.066 -0.500  -0.334
26 H -2.366 -3.833 -3.603  0.106
27 C 0.245 3.653 -4.705  -0.076
28 C -2.936 2.467 0.453  -0.113
29 H 0.960 4.515 -1.514  0.106
30 N -2.177 -2.131 0.992  0.064
31 C -2.878 -3.045 -1.681  -0.043
32 H 0.339 4.034 -5.714  0.107
33 C 2.509 -0.631 -2.233  -0.051
34 C -5.308 -4.340 -2.019  -0.071
35 C 2.569 1.539 2.808  -0.084
36 C 3.552 -0.810 -1.333  -0.185
37 C 3.779 1.035 -3.423  -0.070
38 C 4.461 -1.599 0.933  -0.036
39 H 5.771 1.368 -2.696  0.110
40 H -3.842 -1.096 0.334  0.151
41 N 2.159 -1.939 0.492  0.036
42 H -6.263 -4.832 -2.147  0.108
43 C -3.125 -3.779 -2.833  -0.071
44 C 0.720 4.401 -3.635  -0.074
45 C 0.491 -2.727 4.910  0.002
46 H 0.614 -2.924 5.967  0.125
47 C -0.359 2.424 -4.482  -0.086
48 C -1.331 3.684 1.765  -0.104
49 C 1.390 -2.236 2.777  -0.170
50 H -5.843 -3.538 -0.120  0.110
51 H 2.525 1.233 3.847  0.106
52 Pt 0.034 -1.383 0.202  1.080
53 H -2.143 4.954 3.293  0.107
54 C 1.412 1.575 2.041  -0.127
55 C -4.337 -4.434 -3.004  -0.080
56 H -1.935 -2.524 -1.567  0.058
57 C 4.845 0.823 -2.563  -0.071
58 C 1.608 -2.488 4.116  0.042
59 C -3.683 3.926 2.210  -0.080
60 N 0.176 -2.224 2.250  0.030
61 H 4.681 1.928 2.851  0.109
62 C -2.169 -2.408 2.221  -0.337
63 H -5.103 -1.920 2.178  0.134
64 C 3.471 -1.837 -0.226  -0.192
65 C -0.005 2.677 -2.103  -0.292
66 H 1.609 -1.225 -2.152  0.074
67 H 2.611 -2.501 4.519  0.132
68 O -3.302 -2.663 2.870  0.039
69 C -0.893 -2.461 2.996  -0.146
70 H -0.735 1.845 -5.317  0.108
71 H 4.778 2.639 0.485  0.110
72 C 3.834 2.335 0.922  -0.080
73 C 4.730 -0.093 -1.526  -0.049
74 C -1.604 2.785 0.733  -0.290
75 H 1.184 5.363 -3.809  0.107
76 C 3.781 1.930 2.248  -0.086
77 C -5.059 -3.611 -0.863  -0.041
78 H -3.172 1.777 -0.352  0.096
79 H -4.489 4.375 2.777  0.107
80 H -0.950 0.971 -3.027  0.090
81 C 1.450 1.991 0.704  -0.282
82 C -0.781 -2.716 4.352  0.046
83 Ge -0.197 1.993 -0.318  0.891

Entry from the OMol25 dataset: C42H34IrN5O6S4 as an isolated structure in a non-equilibrium geometry (wB97M-V/def2-TZVPD).

- net charge = +1
- 2S+1 = 2
- energy relative to the best compared isomer or geometry (same formula, charge and spin) (eV) = 0.000
- E_HOMO (alpha / beta) (eV) = -10.39 / -10.39
- E (Eh) = -4042.97132
- frontier orbital gap (alpha / beta) (Ha) = 0.24287 / 0.22696

Last column: Löwdin charge in e.
Geometry (Å):
1 C 1.534 2.251 -2.464  -0.087
2 N 2.335 -1.364 -1.154  -0.073
3 H -0.087 -5.564 -4.010  0.104
4 C 0.255 1.645 -2.252  -0.296
5 C -0.569 -3.618 1.690  -0.113
6 H -5.159 0.081 0.956  0.078
7 C 4.217 -2.896 -2.394  -0.018
8 H 1.117 0.410 7.164  0.106
9 C -2.330 -1.506 -0.412  -0.461
10 N 1.025 1.699 1.020  -0.007
11 C -1.215 -2.520 -0.574  -0.501
12 H -3.198 4.567 2.274  0.111
13 C 3.185 -2.321 -3.128  -0.007
14 N 3.268 1.700 1.751  0.127
15 C 2.241 -1.561 -2.468  -0.057
16 C 2.726 1.805 -1.827  -0.339
17 C -1.731 0.981 5.417  0.004
18 C 4.103 2.187 -2.304  0.027
19 C -0.875 2.236 -2.847  0.059
20 H -1.827 1.768 -2.652  0.096
21 S -3.340 -1.530 0.981  1.111
22 H -2.067 -4.295 -5.182  0.068
23 C 0.432 -0.505 2.705  -0.383
24 H 3.590 1.198 0.938  0.076
25 O -0.311 -0.384 1.645  -0.160
26 H -3.357 3.471 -2.913  0.094
27 C -0.648 -4.753 -3.567  -0.172
28 O 0.016 0.522 -1.615  -0.237
29 O -1.813 3.974 -4.209  -0.042
30 C -0.165 2.412 1.262  -0.283
31 H 4.544 1.284 -2.737  0.101
32 H -3.407 2.868 0.496  0.105
33 H -1.487 1.472 -0.154  0.083
34 C -1.134 4.163 2.645  -0.073
35 H 1.392 -1.100 -2.955  0.136
36 H -1.169 1.345 7.434  0.113
37 C 3.114 -1.822 1.035  -0.013
38 H -2.433 -6.310 2.416  0.070
39 C -0.057 3.380 2.258  -0.456
40 N 1.666 -1.029 2.664  0.103
41 H 0.308 -4.641 -1.571  0.125
42 C 0.434 0.429 6.327  -0.076
43 C -3.910 0.141 -0.853  -0.176
44 H 0.547 4.826 -4.510  0.127
45 C -0.773 3.361 -3.637  -0.261
46 H -1.031 4.905 3.426  0.115
47 C -2.454 3.016 0.986  -0.056
48 N 2.036 -1.205 1.391  -0.167
49 H -2.276 -0.385 -2.243  0.078
50 H 2.537 3.870 -3.500  0.106
51 C -1.670 -4.109 -4.197  -0.400
52 H 3.104 -2.464 -4.195  0.122
53 C -0.435 -4.258 -2.257  -0.135
54 H -3.199 2.430 -4.359  0.101
55 C 0.819 -0.061 5.105  -0.024
56 C -0.854 0.956 6.475  -0.054
57 O 0.129 -2.008 -0.581  -0.277
58 C -0.953 -4.695 2.536  -0.164
59 H 4.143 2.969 -3.050  0.070
60 H 3.774 -2.261 1.771  0.145
61 C -1.381 2.229 0.611  -0.023
62 S -2.427 -4.854 0.463  1.072
63 H 4.967 -3.496 -2.891  0.123
64 C -1.350 0.482 4.168  -0.244
65 C -2.339 3.972 1.994  -0.065
66 H -4.411 0.913 -1.422  0.105
67 H -1.902 0.190 2.368  0.042
68 C -4.322 -0.278 0.377  -0.374
69 H 4.713 2.466 -1.446  0.096
70 S 1.576 3.436 2.861  1.139
71 C -1.289 -3.246 -1.916  -0.478
72 O -2.273 0.532 3.201  0.062
73 H 5.026 -3.207 -0.420  0.128
74 H -0.498 -4.906 3.492  0.105
75 C -1.958 -5.437 1.999  -0.395
76 H 3.937 2.078 2.397  0.108
77 C 4.265 -2.729 -1.021  0.018
78 C 0.489 3.945 -3.888  0.011
79 H 0.218 -2.921 1.921  0.083
80 C 2.005 2.157 1.765  -0.664
81 Ir 0.997 -0.333 -0.066  1.720
82 O 2.738 1.046 -0.826  -0.130
83 H -2.732 1.378 5.518  0.125
84 C -0.055 -0.044 4.000  -0.076
85 C -2.766 -0.566 -1.302  -0.192
86 C -3.117 3.450 -3.978  -0.048
87 H 1.809 -0.469 4.964  0.109
88 C 1.588 3.391 -3.320  -0.011
89 C -1.288 -3.567 0.534  -0.518
90 H -3.798 4.098 -4.520  0.099
91 C 3.289 -1.959 -0.404  -0.210
92 S -2.368 -2.907 -3.208  1.089

Entry from the OMol25 dataset: C42H34N3O2PbS3 as an isolated structure (wB97M-V/def2-TZVPD).

- net charge = +3
- energy relative to the best compared isomer or geometry (same formula, charge and spin) (eV) = 0.000
- E_HOMO (eV) = -14.71
- E (Eh) = -3322.13150
- frontier orbital gap (Ha) = 0.17861

Last column: Löwdin charge in e.
Geometry (Å):
1 H -1.030 -6.794 1.527  0.092
2 C 0.154 -0.783 2.912  -0.098
3 H 2.580 4.914 -1.419  0.116
4 C 3.154 4.187 -3.353  -0.035
5 C -3.288 -2.256 2.353  0.024
6 C -0.490 4.746 0.669  0.070
7 H -0.601 5.791 0.936  0.124
8 O -5.460 -0.989 -0.578  0.262
9 C 0.212 -2.787 7.267  -0.136
10 Pb 0.102 -0.234 -0.329  1.308
11 O -3.387 0.039 -0.542  0.142
12 C -3.074 -3.731 -1.260  -0.179
13 C -0.602 5.309 -1.768  -0.511
14 C 0.128 -0.520 4.290  -0.174
15 S 0.226 -3.266 4.763  1.034
16 C -3.137 -3.147 -0.072  0.207
17 C -0.502 4.364 -0.660  -0.183
18 H 1.396 -0.043 -3.335  0.099
19 H -2.358 -5.654 -1.790  0.156
20 C -0.345 3.801 1.695  -0.107
21 H -4.365 -2.234 2.518  0.114
22 H 2.752 0.071 0.707  0.011
23 C 4.032 -2.106 -2.687  -0.058
24 H 3.796 3.197 -5.146  0.124
25 H -4.596 -3.191 -2.656  0.110
26 C 2.852 4.047 -2.005  -0.056
27 H -3.063 -2.333 -2.888  0.094
28 H -2.160 -4.770 2.436  0.145
29 C 2.920 2.800 -1.402  -0.096
30 H 3.947 0.979 -4.095  0.121
31 C 3.286 1.701 -2.170  -0.397
32 C -0.214 2.460 1.332  -0.164
33 C -0.182 3.221 4.046  0.021
34 C -3.512 -3.291 -2.628  0.025
35 H -0.163 3.497 5.092  0.135
36 N 0.060 0.160 1.986  -0.058
37 C 0.044 0.813 4.659  0.098
38 C -1.617 -6.765 0.612  -0.007
39 H 4.908 -2.169 -2.055  0.121
40 C -0.059 1.829 3.699  -0.106
41 H 0.151 -0.591 7.170  0.121
42 H -0.354 2.629 -1.941  0.124
43 H 3.107 5.162 -3.817  0.123
44 N 2.331 0.036 -0.215  -0.492
45 C 0.176 -1.613 5.260  -0.492
46 H -1.104 4.056 -3.469  0.111
47 C -0.874 5.040 -3.086  -0.112
48 C 3.621 1.830 -3.512  -0.065
49 H 2.706 2.686 -0.347  0.103
50 C -2.499 -4.994 -0.940  0.064
51 C -0.064 1.458 2.351  -0.158
52 H 2.468 -3.741 -5.200  0.123
53 C -0.323 4.160 3.090  0.024
54 H -0.424 5.205 3.355  0.136
55 C 2.027 -0.924 -3.383  -0.127
56 S -0.327 6.990 -1.532  1.093
57 C -0.372 2.985 -0.919  -0.062
58 H -2.802 -2.590 3.268  0.088
59 C -4.440 -0.455 -0.565  -0.418
60 H -2.438 -7.476 0.720  0.110
61 C 1.779 -1.909 -4.322  -0.051
62 C 0.174 -1.523 6.624  -0.086
63 C -0.580 7.324 -3.181  -0.366
64 H 4.462 -3.911 -3.758  0.125
65 H 0.224 -2.922 8.337  0.123
66 H 0.277 -4.874 6.590  0.084
67 C 3.542 3.084 -4.101  -0.034
68 H 0.048 1.090 5.706  0.138
69 H -1.072 6.204 -4.956  0.117
70 C -2.390 -4.506 1.408  0.058
71 C -2.166 -5.390 0.355  -0.223
72 C 2.654 -2.986 -4.448  -0.035
73 C 3.775 -3.084 -3.641  -0.034
74 H -3.210 -4.036 -3.359  0.101
75 C 3.152 -1.040 -2.569  -0.437
76 H 0.256 -1.802 2.553  0.095
77 H 0.927 -1.824 -4.983  0.117
78 C -2.963 -3.213 1.241  -0.183
79 H -2.952 -1.248 2.114  0.080
80 C 0.238 -3.817 6.381  -0.369
81 H -0.994 -7.103 -0.213  0.096
82 C -0.865 6.199 -3.897  -0.149
83 S 3.521 0.150 -1.319  1.111
84 N -0.236 2.078 0.031  -0.045
85 H -0.512 8.338 -3.540  0.086